Here is a molecular structure, C48H94BeFeN6O20 at a distorted geometry from the Open Molecules 2025 dataset. Energies are from ωB97M-V with the def2-TZVPD basis set.

The value obtained for the calculated total energy is -135965.5710 eV. As for the spin multiplicity: 5.

Each line ends with the Mulliken spin population.
Positions of all 170 atoms, in Å:
Fe 1.87815 2.28244 1.55959  3.824
Be -4.22299 -1.25308 -2.75288  0.000
C 5.42654 2.43393 -0.55992  0.022
C 4.95711 1.78722 0.56197  0.017
C 5.95959 0.87313 1.35311  -0.003
O 5.51919 0.44568 2.42746  -0.002
C 7.26595 0.67036 0.84538  -0.001
C 7.67935 1.32130 -0.34215  -0.001
C 6.69274 2.16028 -1.12577  -0.004
O 6.94982 2.47108 -2.27896  0.011
O 8.83048 1.11140 -0.76256  -0.003
O 3.82486 1.99755 1.11610  0.060
H 4.66316 2.93125 -1.14892  0.004
H 7.94474 0.17965 1.52714  0.000
C -0.23339 -0.57552 -0.69547  0.011
C -1.52989 -0.55455 -1.17013  0.001
C -2.53861 0.45176 -0.70267  0.000
O -3.74866 0.43345 -1.05683  0.000
C -2.12530 1.49899 0.12787  0.011
C -0.78514 1.58823 0.56394  -0.036
C 0.21617 0.44214 0.14871  -0.014
O 1.35648 0.58091 0.60631  0.034
O -0.28384 2.56781 1.15273  0.065
O -1.91675 -1.43015 -2.01251  -0.005
H 0.48477 -1.28679 -1.07864  0.002
H -2.88585 2.10213 0.60416  0.000
C -6.86296 0.30639 -0.99478  0.000
O -6.21769 -0.91233 -1.35223  0.000
C -6.71933 -1.99845 -0.56414  0.000
C -5.94607 -3.20950 -1.02131  0.000
N -4.51802 -2.94921 -0.94095  0.000
C -3.64060 -4.07467 -1.25172  0.000
C -4.01419 -4.92087 -2.42657  0.000
O -3.95463 -4.10686 -3.59345  0.000
C -4.67529 -4.64544 -4.68561  0.000
H -7.71425 0.39814 -1.67794  0.000
H -6.20891 1.14681 -1.21316  0.000
H -7.13391 0.37416 0.05657  0.000
H -7.77254 -2.05097 -0.85251  0.000
H -6.60177 -1.82172 0.50742  0.000
H -6.32162 -3.44569 -2.02015  0.000
H -6.22967 -4.05818 -0.38247  0.000
H -4.31261 -2.78196 0.04296  0.000
H -3.57337 -4.73769 -0.37908  0.000
H -2.63001 -3.71014 -1.44390  0.000
H -4.98113 -5.43587 -2.35710  0.000
H -3.30339 -5.75550 -2.46380  0.000
H -5.74999 -4.63409 -4.48969  0.000
H -4.38020 -5.68924 -4.85054  0.000
H -4.39127 -4.15620 -5.61543  0.000
C -6.87556 0.17591 5.76744  0.000
O -5.60906 0.66431 6.13792  0.000
C -4.81485 -0.22618 6.88900  0.000
C -3.57431 -0.62592 6.11077  0.000
N -3.98937 -1.20916 4.83465  0.000
C -2.96466 -1.46701 3.80941  0.000
C -3.39432 -2.70195 3.01559  0.000
O -3.01651 -2.53454 1.64750  0.000
C -1.63395 -2.63983 1.40710  0.001
H -7.43491 0.99585 5.32287  0.000
H -7.39893 -0.15685 6.67349  0.000
H -6.89753 -0.69555 5.10330  0.000
H -5.40293 -1.07475 7.25608  0.000
H -4.49452 0.21065 7.84232  0.000
H -2.97781 -1.36787 6.64809  0.000
H -2.93104 0.25885 6.00379  0.000
H -4.52844 -0.44210 4.43892  0.000
H -2.01840 -1.69373 4.30880  0.000
H -2.82916 -0.61250 3.14319  0.000
H -4.48232 -2.75381 2.92430  0.000
H -3.11430 -3.66084 3.46315  0.000
H -1.29847 -3.58978 1.84068  0.000
H -1.06188 -1.79657 1.79802  0.000
H -1.46025 -2.70373 0.33593  -0.001
C 6.02277 1.24282 9.29624  0.000
O 6.06426 0.65106 8.02447  0.000
C 6.68641 1.44303 7.02230  0.000
C 6.70481 0.61812 5.72900  0.000
N 5.40252 -0.03638 5.44340  0.000
C 5.65227 -1.40077 4.99410  0.000
C 4.42011 -2.16596 4.52407  0.000
O 3.57149 -1.37823 3.73109  -0.001
C 3.37789 -1.96857 2.45347  0.002
H 6.93955 1.78130 9.56139  0.000
H 5.83273 0.52924 10.09548  0.000
H 5.19788 1.96669 9.27770  0.000
H 7.69365 1.66971 7.38528  0.000
H 6.16802 2.38865 6.82229  0.000
H 7.59543 -0.02092 5.72621  0.000
H 6.89105 1.34520 4.92900  0.000
H 5.17226 -0.08149 6.43668  0.000
H 6.15872 -1.96411 5.79757  0.000
H 6.40062 -1.43355 4.19810  0.000
H 3.88631 -2.42253 5.45590  0.000
H 4.69771 -3.14675 4.12774  0.000
H 2.67086 -2.80031 2.63799  0.000
H 4.24443 -2.41108 1.96447  0.000
H 2.80784 -1.26345 1.85208  0.000
C -5.49128 2.02812 -3.82111  0.000
O -4.62208 0.89240 -3.97583  0.000
C -3.96898 0.96312 -5.21279  0.000
C -2.72231 0.12141 -5.29751  0.000
N -3.09632 -1.27552 -5.00512  0.000
C -1.85301 -2.12083 -4.93337  0.000
C -1.28839 -2.57271 -6.27069  0.000
O -1.21756 -1.52113 -7.23188  0.000
C -0.28713 -1.80229 -8.24782  0.000
H -6.29071 2.03210 -4.56553  0.000
H -4.83052 2.88806 -3.91243  0.000
H -5.98052 1.92510 -2.86124  0.000
H -3.58321 1.99331 -5.29777  0.000
H -4.54676 0.89676 -6.14468  0.000
H -2.10379 0.43696 -4.45593  0.000
H -2.16241 0.28041 -6.21530  0.000
H -3.47364 -1.75213 -5.82538  0.000
H -2.24411 -2.98630 -4.39331  0.000
H -1.01964 -1.77966 -4.31723  0.000
H -2.08199 -3.16689 -6.76712  0.000
H -0.42994 -3.23247 -6.14162  0.000
H -0.18774 -1.01300 -8.99013  0.000
H -0.40726 -2.77761 -8.72978  0.000
H 0.72988 -1.83325 -7.83459  0.000
C 1.92304 3.14435 -1.61731  0.001
O 2.07595 3.38228 -0.21117  -0.023
C 2.79666 4.58566 0.12243  0.006
C 3.10941 4.76930 1.62102  -0.001
N 1.99220 4.21650 2.43500  0.019
C 0.93243 5.23490 2.56128  -0.009
C -0.11423 4.81482 3.58650  0.018
O 0.53559 4.57619 4.82982  0.000
C -0.01459 5.31709 5.89933  0.000
H 1.41782 4.03219 -2.02944  0.004
H 1.27454 2.28199 -1.69291  0.005
H 2.91847 3.26881 -2.04579  -0.002
H 2.10529 5.40418 -0.11897  0.000
H 3.66834 4.57500 -0.53069  -0.004
H 3.36184 5.83088 1.71915  0.001
H 4.03197 4.27941 1.93152  -0.003
H 2.39921 4.19875 3.37040  0.003
H 0.48009 5.45073 1.59524  -0.002
H 1.34984 6.14855 3.00100  -0.001
H -0.50005 3.83550 3.28869  -0.006
H -0.89173 5.57428 3.67219  0.000
H -1.07171 5.08525 6.04707  0.000
H 0.18549 6.38221 5.76128  0.000
H 0.48014 5.02461 6.82498  0.000
C 3.62703 -3.17297 -3.62785  0.000
O 4.41069 -2.02253 -3.42169  0.000
C 3.77845 -1.01681 -2.60828  0.000
C 3.08406 0.00073 -3.47195  -0.002
N 1.66263 -0.38960 -3.67350  0.000
C 0.91421 0.60573 -4.40050  0.001
C 1.18332 0.54741 -5.89892  0.000
O 2.45024 1.05713 -6.25761  0.000
C 2.85858 0.53129 -7.50232  0.000
H 3.39000 -3.74316 -2.72317  0.000
H 4.21821 -3.77098 -4.32333  0.000
H 2.69273 -2.91525 -4.14413  0.000
H 4.59593 -0.66978 -1.97533  0.000
H 3.09658 -1.52061 -1.90798  0.000
H 3.52675 0.19875 -4.44104  0.000
H 3.04571 0.95706 -2.92665  0.001
H 1.30591 -0.69527 -2.78112  0.000
H 1.21960 1.62290 -4.10362  0.001
H -0.15392 0.43928 -4.28453  -0.001
H 0.45130 1.21437 -6.38789  0.000
H 0.91751 -0.44097 -6.27738  0.000
H 2.19741 0.91535 -8.29631  0.000
H 2.82103 -0.55911 -7.53234  0.000
H 3.83804 0.93344 -7.75087  0.000

Cartesian forces, eV/Å:
1.52 -0.39 -0.81
2.35 1.11 2.31
-2.02 -0.34 0.97
1.89 0.21 0.33
-0.10 0.25 0.06
0.01 -0.29 0.21
-1.93 1.07 0.18
1.85 -1.89 1.12
0.13 -0.41 -1.10
0.29 0.42 -0.32
-0.26 0.91 -0.66
-1.57 -0.15 0.65
0.41 0.27 -0.26
0.29 -0.19 -0.35
0.26 0.54 -0.08
0.01 -1.33 -1.12
-0.57 1.92 0.95
-0.18 -1.92 -1.72
0.73 -0.74 0.83
-0.24 -0.17 -1.06
-0.81 0.98 0.52
0.03 -0.75 -0.13
0.17 -0.56 0.63
-1.61 0.26 -0.51
-0.15 -0.25 0.16
0.06 0.38 -0.34
0.03 0.49 -1.17
0.64 0.09 0.43
0.23 0.37 -1.11
-0.83 -0.75 0.51
-0.09 0.53 -1.58
0.32 -0.75 0.31
-0.15 -0.38 -0.27
-0.27 0.33 0.02
0.37 -0.93 -0.01
-0.38 0.15 0.51
0.30 -0.28 0.23
-0.09 -0.32 0.01
-0.15 -0.54 0.53
0.06 0.25 -0.03
0.57 -0.07 -0.20
-0.07 -0.03 -0.04
0.35 1.02 -0.01
-0.03 -0.03 -0.03
-0.09 0.28 0.13
-0.22 0.44 0.11
0.23 0.19 -0.31
-0.06 0.21 -0.20
-0.08 -0.05 0.16
-0.20 0.49 0.19
-0.56 -0.26 0.80
0.22 0.19 -0.35
0.28 -0.52 0.89
0.36 -0.48 -0.17
-0.25 0.97 -0.34
0.00 -0.88 1.21
-0.79 0.90 -1.01
-0.27 -0.46 -0.26
0.29 -0.77 0.10
0.07 0.02 -0.05
-0.20 0.15 -0.06
0.52 0.13 -0.20
-0.03 -0.28 -0.62
0.01 0.60 -0.25
-0.16 0.03 0.23
-0.06 0.06 -0.14
-0.48 -0.38 -0.06
0.09 0.24 -0.07
0.09 -0.08 -0.13
-0.06 0.27 0.44
0.56 0.08 -0.16
0.37 0.17 0.12
-0.02 -0.04 0.13
-0.14 0.14 -0.03
-0.49 0.86 -0.17
0.22 -0.41 0.37
-0.09 -0.53 -0.16
0.52 1.34 -1.17
1.26 0.27 1.64
0.88 -0.57 -0.53
-0.20 0.53 2.04
0.64 -0.64 -0.90
-1.65 -0.41 0.89
0.13 -0.06 -0.21
-0.06 -0.37 -0.33
0.08 0.15 0.37
0.14 0.13 -0.37
-0.29 -0.04 0.39
-0.34 -0.49 0.14
0.15 -0.13 -0.09
-1.33 -0.77 -0.35
-0.32 -0.28 0.06
-0.23 0.64 -0.24
-0.35 0.05 -0.13
0.08 0.21 -0.55
0.09 -0.23 -0.33
0.35 0.61 0.02
0.55 0.21 -0.29
0.21 -0.69 0.12
-0.71 -1.27 -0.07
1.52 1.92 -1.35
-1.13 -0.07 1.43
1.63 -0.65 0.30
0.33 -0.90 1.01
-2.68 -0.39 -1.06
0.97 0.54 0.26
1.57 -0.21 0.02
0.24 0.03 -0.29
-0.45 0.39 0.23
0.33 0.33 0.10
-0.02 0.03 0.03
-0.82 -0.62 0.52
0.14 -0.14 -0.05
-0.20 -0.19 -0.15
-1.00 0.74 0.04
0.64 -0.35 -0.27
-0.53 0.87 0.15
0.25 -0.77 0.49
0.42 0.52 -0.08
-0.82 0.12 0.01
-0.55 0.07 -0.07
-0.05 -0.16 0.23
0.06 2.41 1.14
-0.30 0.56 0.56
-0.77 -0.02 -0.54
0.85 -0.88 -1.20
0.91 1.61 0.69
-0.59 0.15 0.77
0.51 -1.11 -0.39
0.04 0.29 0.22
0.39 -0.18 0.31
-0.48 -0.25 -0.05
0.58 -0.42 -0.52
-0.03 -1.35 -0.46
0.25 0.13 -0.44
0.30 0.55 0.38
-0.73 0.16 0.43
-0.17 -0.46 -0.28
-0.25 -0.50 0.09
-0.02 -0.09 -0.02
0.28 0.12 -0.47
-0.53 0.28 -0.17
-0.09 -0.08 -0.04
-0.15 0.27 -0.22
-0.38 0.14 -0.01
0.20 -0.14 -0.13
0.12 0.31 -0.96
-0.37 -0.15 0.52
1.08 -1.17 -0.34
-1.31 0.71 0.97
0.86 -0.71 -0.60
0.82 0.01 -0.22
-1.10 1.00 -0.07
0.16 -1.06 0.11
-0.34 0.84 -0.52
0.18 0.11 0.14
-0.11 -0.33 0.20
-0.10 -0.04 0.14
-0.14 0.73 -0.22
-0.26 0.20 -0.09
0.41 -0.32 0.15
0.44 0.06 -0.07
-0.51 0.47 -0.09
-0.42 0.11 0.24
0.00 0.17 0.28
-0.21 -0.01 0.05
0.72 -0.28 0.01
-0.13 -0.17 0.01
0.27 -0.05 0.14
0.18 -0.28 0.29